Record 1
50
Properties=species:S:1:pos:R:3:nbo_charge:R:1 method="wB97M-V/def2-TZVPD" de_lowest_ev=0.0000 multiplicity=5 e_tot_ev=-139058.8784 max_force_ev_per_a=3.74 homo_ev="-7.1 / -8.0" e_lumo_ev="0.4 / 0.0" homo_lumo_gap_ha="0.275 / 0.291" s_squared=6.023
Br -2.066 0.556 -4.763 -0.538
Fe -1.435 0.885 -2.647 0.947
P -0.934 -1.577 -1.036 0.780
P 0.122 1.666 -1.360 0.790
C -2.976 2.188 -1.850 -1.141
C -2.307 -2.384 -1.904 -0.949
C 0.440 -1.038 -2.158 -0.739
C 1.956 -0.871 3.851 -0.448
C 1.673 2.412 -0.712 -0.901
C 0.131 2.502 -3.022 -0.999
C 1.301 0.515 4.082 -0.444
C 0.202 1.427 2.060 -0.175
C -0.866 0.411 1.792 -0.474
C -0.075 -3.258 -0.736 -0.900
C 1.177 0.066 -1.437 -0.688
C 1.297 1.356 2.867 -0.200
C -0.700 -1.073 2.227 -0.465
C 1.801 -1.336 2.438 -0.167
C 0.607 -1.774 1.933 -0.210
H 2.693 -1.370 1.847 0.195
H 0.122 -3.712 -1.721 0.209
H -2.680 -1.676 -2.654 0.236
H 2.368 2.412 -1.561 0.216
H 0.518 -2.825 1.633 0.220
H 0.061 2.347 1.447 0.200
H 1.530 3.430 -0.353 0.232
H 1.370 -0.173 -0.371 0.259
H -3.010 2.134 -0.722 0.199
H -3.077 -2.596 -1.145 0.247
H -1.798 0.732 2.287 0.225
H -0.451 2.033 -3.837 0.247
H 1.437 -1.562 4.524 0.215
H 2.110 0.315 -1.937 0.221
H 3.023 -0.810 4.153 0.215
H -1.084 0.406 0.704 0.246
H 1.901 1.051 4.827 0.220
H -1.433 -1.669 1.643 0.223
H 1.181 2.455 -3.308 0.237
H 2.192 1.916 2.606 0.200
H -1.957 -3.320 -2.354 0.226
H -0.201 3.550 -2.912 0.268
H -0.953 -1.149 3.301 0.208
H 1.113 -1.885 -2.316 0.244
H 0.899 -3.195 -0.226 0.227
H 2.082 1.790 0.094 0.248
H -0.068 -0.727 -3.097 0.207
H -3.895 1.757 -2.304 0.197
H -2.923 3.244 -2.173 0.204
H -0.691 -3.972 -0.165 0.224
H 0.273 0.396 4.462 0.209

=====

Record 2
100
Properties=species:S:1:pos:R:3:lowdin_charge:R:1 method="wB97M-V/def2-TZVPD" multiplicity=1 e_tot_ev=-130402.2028 max_force_ev_per_a=1.74 homo_ev=-9.5 e_lumo_ev=-0.1 smiles="C[C@@H](OC=O)P(O)(O)=S.CCOC(=O)C(F)(F)F.CCOC(=O)C(F)(F)F.CCOC(=O)C(F)(F)F.CCOC(=O)C(F)(F)F.CCOC(=O)C(F)(F)F.CCOC(=O)C(F)(F)F" homo_lumo_gap_ha=0.347
S -0.847 1.073 -6.911 0.373
P -0.238 1.745 -5.239 0.182
F -1.001 -7.864 7.896 0.164
F -1.295 -5.718 7.997 0.160
F -3.073 3.058 -1.575 0.169
F 1.718 0.980 6.248 0.155
F -4.402 -3.649 -10.135 0.163
F -4.701 2.495 -2.892 0.180
F -1.485 -1.275 2.487 0.161
F 0.211 -1.356 3.817 0.165
F -5.743 -4.829 -8.908 0.170
F -3.093 1.101 -2.508 0.135
F 9.483 6.039 -4.278 0.164
F 3.405 1.454 7.521 0.170
F -2.929 -7.005 7.403 0.175
F 7.603 7.056 -4.653 0.165
F -3.694 -4.525 -8.280 0.166
F 3.301 -0.474 6.530 0.175
F 7.989 6.175 -2.713 0.170
F 0.450 -0.589 1.799 0.168
O -1.775 1.312 3.089 0.160
O -4.126 -1.922 -7.855 0.036
O 0.262 0.590 -4.231 -0.190
O -3.833 0.804 0.030 0.039
O -1.892 -7.055 4.930 0.170
O 7.258 3.802 -3.729 0.165
O 3.391 0.470 -5.993 0.135
O 2.269 2.375 -5.970 -0.053
O 2.616 -0.810 9.104 0.036
O 0.340 1.351 3.895 0.028
O -1.261 2.610 -4.343 -0.201
O 7.485 4.653 -5.813 0.034
O 0.063 -6.271 5.755 0.032
O 0.664 0.207 8.567 0.164
O -6.335 -2.415 -7.902 0.166
O -5.816 1.728 -0.566 0.176
C -4.403 0.225 1.236 -0.180
C -0.375 -0.636 2.855 -0.534
C 1.809 -0.077 8.360 -0.402
C 0.607 -6.172 4.414 -0.186
C 1.245 -2.605 10.025 -0.059
C -0.712 0.807 3.316 -0.394
C 5.461 3.384 -6.326 -0.058
C -4.575 -0.869 -5.697 -0.056
C 2.578 0.473 7.133 -0.533
C -1.180 -6.721 5.830 -0.403
C -4.746 -3.949 -8.873 -0.544
C 0.175 2.734 4.312 -0.181
C -4.383 -0.665 -7.183 -0.191
C 7.563 4.671 -4.494 -0.405
C -3.876 2.053 -1.951 -0.529
C -4.655 1.495 -0.734 -0.408
C -5.186 -2.661 -8.132 -0.404
C 8.166 6.019 -4.023 -0.544
C 0.156 -4.902 3.731 -0.059
C -0.608 2.869 5.594 -0.052
C -1.616 -6.823 7.313 -0.545
C 1.472 3.669 -3.992 -0.052
C 6.968 3.433 -6.404 -0.176
C 1.138 2.963 -5.309 -0.420
C -5.129 -1.063 0.926 -0.052
C 2.044 -1.359 10.320 -0.183
C 2.954 1.371 -5.386 -0.410
H 7.319 3.465 -7.433 0.127
H 5.096 2.497 -6.843 0.081
H -0.924 -4.898 3.591 0.081
H -3.504 -0.057 -7.377 0.068
H 0.557 3.868 -3.430 0.076
H 0.771 3.707 -6.026 0.134
H 1.685 -6.191 4.557 0.126
H 1.951 4.631 -4.198 0.090
H 0.309 -7.059 3.857 0.125
H -0.656 3.921 5.877 0.088
H 0.890 -3.040 10.960 0.085
H -5.465 -1.462 -5.490 0.079
H -0.315 3.268 3.498 0.125
H -5.474 -1.515 1.857 0.086
H -5.251 -0.192 -7.641 0.127
H 3.156 1.517 -4.311 0.144
H -1.964 2.050 -3.976 0.048
H -4.461 -1.766 0.428 0.085
H -0.152 2.311 6.411 0.065
H 2.150 3.089 -3.359 0.072
H 7.425 2.581 -5.902 0.128
H -3.546 0.067 1.882 0.092
H 0.436 -4.027 4.318 0.073
H -5.058 0.962 1.698 0.130
H 1.859 -3.344 9.512 0.085
H -5.994 -0.889 0.287 0.079
H 2.908 -1.570 10.946 0.126
H -1.628 2.509 5.466 0.081
H -3.707 -1.374 -5.271 0.085
H 0.617 0.926 -3.396 0.086
H 1.191 3.108 4.410 0.126
H 5.021 4.264 -6.795 0.091
H 1.439 -0.589 10.797 0.126
H 5.133 3.345 -5.288 0.073
H 0.630 -4.825 2.752 0.087
H 0.380 -2.377 9.405 0.079
H -4.686 0.102 -5.211 0.075

=====

Record 3
100
Properties=species:S:1:pos:R:3:lowdin_charge:R:1 method="wB97M-V/def2-TZVPD" de_lowest_ev=1.4734 multiplicity=3 total_charge=+1 e_tot_ev=-58111.7168 max_force_ev_per_a=0.63 homo_ev="-10.8 / -10.8" e_lumo_ev="-3.3 / -3.8" homo_lumo_gap_ha="0.278 / 0.257" s_squared=2.005
Pt -0.195 0.215 0.387 1.271
O 0.061 6.957 2.339 -0.046
O -2.382 1.226 7.135 -0.034
N -1.243 0.824 2.308 0.007
N 2.419 -0.885 0.338 0.026
N 2.087 0.087 -2.081 0.023
N 0.038 2.352 0.587 -0.036
N 0.804 -1.945 -1.302 0.029
N 0.882 0.660 -2.365 0.074
N -0.376 -1.483 -0.803 -0.065
N 1.392 -1.076 1.224 -0.023
C -0.226 1.621 -5.568 -0.043
C 2.363 1.255 -3.936 0.029
C 1.041 1.373 -3.471 -0.274
C -2.177 1.726 4.777 -0.159
C -0.792 -3.254 -2.074 0.048
C -2.499 0.462 4.307 0.029
C 1.914 -1.461 2.390 -0.223
C 0.572 -3.018 -2.071 -0.243
C 0.736 6.534 1.176 -0.198
C 3.586 -1.112 0.971 -0.259
C 0.476 5.070 0.966 -0.151
C -0.225 -2.550 3.146 -0.034
C 3.308 -1.460 2.277 0.043
C -1.394 2.020 -3.396 -0.040
C 1.125 -1.951 3.583 -0.510
C -2.000 0.050 3.088 -0.117
C -0.292 2.941 1.748 -0.184
C -0.080 4.290 1.970 0.068
C 0.973 -0.800 4.589 -0.031
C 0.792 4.455 -0.235 0.021
C -1.408 2.538 3.961 0.058
C 1.639 -3.753 -2.806 -0.007
C 0.356 3.635 -4.214 -0.036
C -0.063 2.158 -4.138 -0.535
C -3.058 -2.208 0.538 -0.044
C -2.823 -2.068 -0.962 -0.545
C -3.279 -0.680 -1.413 -0.040
C 1.919 -3.071 4.273 -0.052
C -0.984 2.074 2.724 -0.197
C 4.912 -1.018 0.308 -0.005
C -3.653 -3.124 -1.696 -0.050
C -2.661 2.179 6.133 -0.200
C -1.359 -2.265 -1.274 -0.220
C 4.403 -0.045 -3.072 -0.015
C 2.990 0.424 -3.041 -0.266
C 0.574 3.100 -0.383 -0.077
B 2.142 -1.167 -1.183 -0.500
H 0.839 2.567 -1.285 0.084
H 3.010 -1.873 -1.598 0.109
H 0.737 3.999 -3.257 0.064
H -1.002 -2.342 3.880 0.080
H 4.466 -1.133 -3.124 0.078
H -3.133 -0.550 -2.482 0.084
H -2.217 -0.934 2.717 0.071
H -3.105 -0.209 4.898 0.136
H -4.338 -0.549 -1.190 0.093
H -1.019 2.162 -6.087 0.092
H 1.197 -4.578 -3.358 0.086
H 1.944 -0.548 5.017 0.090
H -0.487 0.563 -5.550 0.091
H -0.491 4.258 -4.501 0.085
H -1.152 3.536 4.284 0.121
H 4.899 0.367 -3.949 0.086
H -3.378 -4.132 -1.387 0.090
H 1.146 3.780 -4.951 0.085
H 4.956 0.280 -2.192 0.066
H 1.333 -3.465 5.104 0.095
H 1.820 6.678 1.271 0.142
H 4.985 -1.708 -0.533 0.080
H 0.403 7.084 0.289 0.137
H 2.386 -4.153 -2.122 0.090
H -0.359 4.756 2.899 0.114
H -2.726 0.110 -0.895 0.051
H -4.710 -2.980 -1.468 0.091
H 5.695 -1.259 1.023 0.089
H -0.543 -2.191 2.167 0.039
H 2.149 -3.098 -3.512 0.088
H -2.511 -1.427 1.059 0.018
H 2.805 1.710 -4.805 0.115
H -2.247 3.163 6.375 0.127
H -1.436 1.218 7.314 0.100
H 5.091 -0.010 -0.066 0.082
H 0.246 7.888 2.494 0.104
H -3.530 -3.046 -2.776 0.092
H -4.119 -2.087 0.764 0.098
H 4.028 -1.733 3.026 0.116
H -0.145 -3.635 3.067 0.091
H -1.298 -4.041 -2.601 0.114
H -1.981 2.934 -3.479 0.085
H 2.865 -2.714 4.677 0.078
H 0.304 -1.085 5.403 0.089
H -3.748 2.276 6.108 0.139
H 1.210 5.017 -1.059 0.123
H -2.734 -3.182 0.908 0.101
H 2.122 -3.887 3.580 0.096
H -1.982 1.206 -3.819 0.075
H 0.694 1.738 -6.140 0.079
H -1.254 1.796 -2.340 0.043
H 0.580 0.100 4.114 0.064

=====

Record 4
18
Properties=species:S:1:pos:R:3:nbo_charge:R:1 method="wB97M-V/def2-TZVPD" de_lowest_ev=0.7066 multiplicity=3 total_charge=+3 e_tot_ev=-42176.8103 max_force_ev_per_a=4.36 homo_ev="-20.4 / -19.1" e_lumo_ev="-12.8 / -13.7" homo_lumo_gap_ha="0.278 / 0.200" s_squared=2.056
Tm 1.047 0.508 2.040 1.889
O 0.935 2.594 2.035 -0.932
O -0.014 -1.351 1.537 -0.813
O -1.656 -2.049 -0.783 -0.619
C -0.356 -2.220 0.699 0.504
C -0.043 1.403 -1.046 0.216
C 0.399 3.056 0.928 0.360
C -0.200 0.415 -1.954 -0.279
C -0.068 -2.071 -0.770 -0.277
C 0.200 2.245 -0.136 -0.212
Li 1.473 3.671 3.487 0.989
H 0.586 -1.682 -1.556 0.291
H -0.503 -3.256 1.059 0.235
H 0.096 4.109 0.904 0.258
H -2.009 -2.907 -0.531 0.521
H 0.697 0.094 -2.491 0.289
H 0.544 -2.992 -0.890 0.267
H -1.129 0.433 -2.533 0.313